Entry 1:
Entry from the OMol25 dataset: a structure of composition C4H6CrLiO (ωB97M-V/def2-TZVPD).

```
13
Properties=species:S:1:pos:R:3:forces:R:3:mulliken_charge:R:1
C 0.05451 1.11588 0.34455 1.77 -0.69 -0.12 -0.2806
C 0.46667 1.49699 -0.97960 -3.17 0.34 1.76 -0.5158
H -1.04144 1.06635 0.38974 -0.38 -0.42 -0.22 0.2482
H 0.45449 1.72907 1.16239 -0.22 -0.13 -0.25 0.3347
H 0.03408 0.98043 -1.84363 0.42 0.00 -0.04 0.3549
H 0.91619 2.48174 -1.14102 0.80 -0.25 -0.08 0.4153
Li 2.37641 0.20203 -0.76921 1.13 -0.71 0.07 0.9902
O -1.48673 -1.89558 -0.14134 1.26 -0.31 0.26 -0.7844
C -0.36366 -1.78633 0.53514 -0.15 0.84 -0.57 0.2971
C 0.25907 -0.66122 0.91889 1.27 0.76 -1.15 -0.7728
Cr -3.05210 -1.27884 -0.61749 -2.11 -0.09 -0.42 1.7038
H 1.23668 -0.70784 1.40092 -0.36 0.42 0.31 0.6153
H 0.14583 -2.74269 0.74066 -0.26 0.26 0.44 0.3941
```
Forces are in eV/Å.

Values from the calculation:
- gap between HOMO and LUMO (spin up / spin down) (eV) = 5.80 / 6.09
- multiplicity = 5
- LUMO (spin up / spin down) (eV) = -16.14 / -16.15
- E (hartree) = -1281.8512
- HOMO energy (spin up / spin down) (eV) = -21.940 / -22.242
- charge = +3

***

Entry 2:
Entry from the OMol25 dataset: a structure of composition C4H6CuO2 (ωB97M-V/def2-TZVPD).

```
13
Properties=species:S:1:pos:R:3:forces:R:3:mulliken_charge:R:1
O 1.23674 -1.77197 -2.06958 -0.47 0.00 0.01 -0.4760
C 0.68730 -0.60177 -1.56828 0.92 -0.27 0.93 -0.3644
C 0.66958 -0.30012 -0.24174 -2.75 -0.25 -1.92 0.1767
C 0.44236 1.06143 0.26178 1.28 -1.46 1.14 -0.4603
C -0.63555 1.40610 1.29291 -0.53 -0.50 0.96 0.0432
O -1.24227 0.29019 1.89131 0.18 0.08 -0.54 -0.7251
Cu -0.98877 -1.06817 0.62424 0.59 -0.07 0.01 0.1627
H 2.16708 -1.63600 -2.26960 0.06 0.06 -0.01 0.3218
H 0.39390 0.13592 -2.33269 -0.04 -0.20 0.32 0.3138
H 0.38850 1.80014 -0.55977 1.43 0.14 0.57 0.2664
H 1.39348 0.57649 0.95351 -0.78 2.68 -1.09 0.1605
H -1.39747 2.04589 0.80015 0.26 -0.15 -0.04 0.3022
H -0.16542 2.02575 2.08260 -0.17 -0.07 -0.33 0.2785
```
Forces are in eV/Å.

Values from the calculation:
- gap between HOMO and LUMO (spin up / spin down) (eV) = 8.19 / 6.89
- multiplicity = 2
- LUMO (spin up / spin down) (eV) = -0.18 / -1.50
- E (hartree) = -1946.7480
- HOMO energy (spin up / spin down) (eV) = -8.369 / -8.384
- ΔE to the lowest compared entry with this formula, charge and spin (kcal/mol) = 45.1

***

Entry 3:
Entry from the OMol25 dataset: a structure of composition C4H6ErO2 (ωB97M-V/def2-TZVPD).

```
13
Properties=species:S:1:pos:R:3:forces:R:3:mulliken_charge:R:1
C 0.49666 2.87911 -1.03640 -1.29 1.50 0.28 0.1972
O 0.57403 3.93610 -1.84809 0.05 -0.86 0.48 -0.4037
H -0.28274 2.98673 -0.28233 0.16 0.07 -0.07 0.4379
H 1.41457 3.98448 -2.32064 0.25 0.43 -0.11 0.3686
C 2.72929 1.32945 1.27969 2.11 -2.36 -2.45 -0.3950
C 1.73989 1.09998 0.38969 -2.83 2.23 1.15 -0.3393
C 1.56670 1.90289 -0.84465 1.13 -1.44 -1.18 0.0070
O 0.40096 1.53963 -1.66969 0.46 -0.54 -0.43 -0.3563
Er -0.09544 0.58430 -3.77025 -0.42 -0.08 -0.25 1.7604
H 3.58195 1.95317 0.99287 0.07 0.50 1.31 0.3779
H 0.83383 0.61503 0.77523 0.21 -0.59 -0.30 0.4488
H 3.01033 0.17149 1.19629 0.15 1.00 1.23 0.3863
H 2.46270 2.03183 -1.46045 -0.05 0.14 0.32 0.5102
```
Forces are in eV/Å.

Values from the calculation:
- gap between HOMO and LUMO (spin up / spin down) (eV) = 9.74 / 5.63
- multiplicity = 4
- LUMO (spin up / spin down) (eV) = -13.52 / -15.50
- E (hartree) = -1320.0974
- HOMO energy (spin up / spin down) (eV) = -23.258 / -21.133
- charge = +3
- ΔE to the lowest compared entry with this formula, charge and spin (kcal/mol) = 84.7

***

Entry 4:
Entry from the OMol25 dataset: a structure of composition C4H6EuO (ωB97M-V/def2-TZVPD).

```
12
Properties=species:S:1:pos:R:3:forces:R:3:mulliken_charge:R:1
C -2.74335 0.11910 0.60440 1.72 -0.28 1.93 -0.9394
C -1.73143 -0.77632 0.44794 -2.42 -0.58 -0.73 -0.0605
C -0.84568 -0.77703 -0.74707 -0.38 0.30 -1.96 -0.1722
C -1.30228 0.12900 -1.82730 -1.51 2.83 4.44 -0.0408
O -0.52459 0.78476 -2.51255 0.28 0.89 -2.93 -0.6105
Eu -0.40088 2.36135 -4.64842 0.01 -0.87 1.19 1.8885
H -2.55340 1.18717 0.46352 -0.52 -0.21 -0.89 0.3747
H -3.52082 -0.10368 1.33888 0.24 0.14 -0.20 0.2686
H -1.80395 -1.73604 0.96587 0.02 0.23 -0.16 0.3311
H 0.21527 -0.61726 -0.51765 -0.08 -0.83 -0.63 0.3630
H -1.17048 -1.62762 -1.51183 1.09 -0.17 1.75 0.2302
H -2.40346 0.54384 -1.53312 1.54 -1.47 -1.82 0.3673
```
Forces are in eV/Å.

Values from the calculation:
- gap between HOMO and LUMO (spin up / spin down) (eV) = 5.58 / 5.83
- multiplicity = 8
- LUMO (spin up / spin down) (eV) = -10.11 / -9.87
- E (hartree) = -940.8343
- HOMO energy (spin up / spin down) (eV) = -15.694 / -15.696
- charge = +2
- ΔE to the lowest compared entry with this formula, charge and spin (kcal/mol) = 31.5

***

Entry 5:
Entry from the OMol25 dataset: a structure of composition C4H6EuO (ωB97M-V/def2-TZVPD).

```
12
Properties=species:S:1:pos:R:3:forces:R:3:mulliken_charge:R:1
C -2.44372 1.02765 0.47437 -0.01 0.48 -0.40 -1.0432
C -2.87930 -0.37908 0.64323 0.87 -1.56 0.85 0.0734
C -2.34936 -1.48972 0.07024 -1.52 1.13 0.93 -0.6346
C -1.56198 -1.45765 -1.13087 0.56 -0.26 0.06 0.1659
O -0.32619 -1.37304 -1.10210 1.26 0.03 -1.42 -0.5572
Eu 1.73238 -1.51108 -2.69231 -0.94 0.08 0.89 1.8948
H -2.69462 1.59422 1.38439 0.22 -0.17 -0.41 0.3296
H -3.01722 1.48133 -0.34798 0.31 0.16 0.13 0.3149
H -3.56837 -0.54850 1.47606 0.12 -0.13 -0.36 0.3864
H -1.35145 1.09750 0.29154 -0.70 0.10 -0.02 0.2934
H -2.63506 -2.47849 0.43494 -0.18 0.09 -0.33 0.3745
H -2.06648 -1.56729 -2.10547 0.02 0.04 0.08 0.4022
```
Forces are in eV/Å.

Values from the calculation:
- gap between HOMO and LUMO (spin up / spin down) (eV) = 6.00 / 6.24
- multiplicity = 8
- LUMO (spin up / spin down) (eV) = -10.12 / -9.88
- E (hartree) = -940.8845
- HOMO energy (spin up / spin down) (eV) = -16.121 / -16.122
- charge = +2
- ΔE to the lowest compared entry with this formula, charge and spin (kcal/mol) = 0.0

***

Entry 6:
Entry from the OMol25 dataset: a structure of composition C4H6EuO5 (ωB97M-V/def2-TZVPD).

```
16
Properties=species:S:1:pos:R:3:forces:R:3:mulliken_charge:R:1
H 0.57201 1.23207 1.91917 0.11 -0.13 -0.18 0.3038
O 0.37275 -0.10420 0.33745 -0.37 -0.35 -0.25 -0.3089
O 2.26323 -1.29802 1.88332 -0.08 0.75 -0.07 -0.4421
C 1.17136 0.71625 1.14855 0.20 0.76 0.14 -0.4454
C 2.22285 -0.09340 1.84858 0.27 -0.75 0.16 -0.0264
H 1.68591 1.49946 0.56506 -0.19 -0.20 0.08 0.3208
H 2.99518 0.53184 2.34836 -0.16 -0.12 -0.02 0.3480
O -1.66727 0.92252 0.76826 -1.10 -0.24 0.21 -0.9359
C -0.78871 0.46956 -0.12853 -0.19 0.14 0.48 1.3029
O -1.48798 -0.60003 -0.80878 -0.08 -0.56 -0.70 -0.5187
Eu -3.67376 -0.18453 0.18338 1.80 0.61 0.17 1.6415
O -0.57006 1.50397 -0.95905 0.09 0.29 -0.15 -0.4037
C -0.87935 -1.04973 -2.05049 -0.15 -0.55 0.03 -0.6877
H 0.11318 -0.61137 -2.21264 -0.46 0.08 0.18 0.2719
H -0.75847 -2.13708 -1.98358 -0.04 0.28 -0.04 0.2873
H -1.57088 -0.79730 -2.85904 0.35 0.00 -0.03 0.2926
```
Forces are in eV/Å.

Values from the calculation:
- gap between HOMO and LUMO (spin up / spin down) (eV) = 6.80 / 6.91
- multiplicity = 9
- LUMO (spin up / spin down) (eV) = -5.51 / -5.41
- E (hartree) = -1242.2096
- HOMO energy (spin up / spin down) (eV) = -12.318 / -12.316
- charge = +1
- ΔE to the lowest compared entry with this formula, charge and spin (kcal/mol) = 0.0

***

Entry 7:
Entry from the OMol25 dataset: the molecule C4H6F2O (ωB97M-V/def2-TZVPD).

```
13
Properties=species:S:1:pos:R:3:forces:R:3:mulliken_charge:R:1
C 0.31309 1.31903 0.60925 0.86 -2.21 0.65 -1.3818
C 0.05632 0.11223 -0.28450 1.49 -0.85 -0.41 0.4612
C 1.24711 -0.84865 -0.37471 -0.52 0.16 0.78 -0.0926
C -1.18964 -0.70427 -0.13586 -1.57 1.00 -0.57 0.1405
H -0.45957 2.01200 0.48986 -1.38 0.95 0.33 0.4188
H 1.23103 1.81868 0.31402 0.20 -0.24 0.04 0.3398
H 0.43367 0.88005 1.62540 -0.18 0.99 -0.41 0.3242
H 0.04424 0.40442 -1.30804 -0.46 0.67 -1.20 0.2516
H 1.06892 -1.68159 -1.15208 0.75 0.65 0.87 0.2652
H -1.40299 -1.43974 -0.91235 0.46 0.10 -0.30 0.2888
O 2.21057 -0.69280 0.33088 -0.11 -0.75 -0.94 -0.4640
F -2.25646 0.20369 -0.21845 0.32 -0.62 0.34 -0.2841
F -1.29627 -1.38305 1.01658 0.15 0.14 0.81 -0.2677
```
Forces are in eV/Å.

Values from the calculation:
- gap between HOMO and LUMO (eV) = 11.08
- SMILES = C[C@@H](C=O)C(F)F
- LUMO (eV) = 0.80
- E (hartree) = -430.9644
- HOMO energy (eV) = -10.277
- ΔE to the lowest compared entry with this formula, charge and spin (kcal/mol) = 12.2

***

Entry 8:
Entry from the OMol25 dataset: the molecule C4H6F2S (ωB97M-V/def2-TZVPD).

```
13
Properties=species:S:1:pos:R:3:forces:R:3:mulliken_charge:R:1
C 0.68872 0.38086 1.30808 -2.77 2.44 0.28 -1.0555
C 0.28846 0.14886 0.06913 0.60 -0.33 -1.84 0.8609
C 1.18535 -0.42201 -0.98614 1.18 -0.15 2.35 -1.2461
C -1.15433 0.20563 -0.44822 -0.10 1.56 1.15 0.3562
F -1.69496 1.41386 -0.16636 -0.27 1.02 1.05 -0.2493
F -1.36384 0.17036 -1.77805 0.97 -1.23 -0.49 -0.2745
S -2.09238 -1.06431 0.39120 -0.49 -0.07 0.93 -0.1643
H -0.00813 1.02189 1.92983 0.72 -1.23 -0.29 0.2442
H 1.66463 0.28117 1.68640 1.11 -0.33 0.04 0.3685
H 0.63849 -1.18784 -1.44337 -0.22 -1.52 -0.96 0.3529
H 1.58051 0.23215 -1.71549 -0.16 1.14 -0.85 0.2995
H 2.07898 -0.75737 -0.43751 -0.26 -0.50 -0.45 0.3549
H -1.81151 -0.42327 1.59050 -0.30 -0.79 -0.92 0.1526
```
Forces are in eV/Å.

Values from the calculation:
- gap between HOMO and LUMO (eV) = 10.17
- SMILES = C=C(C)C(F)(F)S
- LUMO (eV) = 0.69
- E (hartree) = -753.8811
- HOMO energy (eV) = -9.477
- ΔE to the lowest compared entry with this formula, charge and spin (kcal/mol) = 18.4

***

Entry 9:
Entry from the OMol25 dataset: a structure of composition C4H6F2S2 (ωB97M-V/def2-TZVPD).

```
14
Properties=species:S:1:pos:R:3:forces:R:3:mulliken_charge:R:1
C 2.38941 0.33852 -0.30036 -0.51 -0.66 -0.53 -0.2260
C 1.48703 0.00166 0.85320 -0.67 0.08 0.06 -0.6570
C -1.26528 0.00022 0.03697 0.72 0.84 0.59 0.3125
C -1.18584 1.51911 0.23905 -1.13 -0.36 0.09 -0.4796
H 3.09136 1.07813 -0.02909 0.94 0.89 0.56 0.2742
H 1.85642 0.72044 -1.16924 -0.23 -0.18 0.02 0.2325
H 1.99627 -0.55453 1.63331 0.28 -0.02 0.01 0.3999
H 1.07605 0.89940 1.29055 0.27 0.27 0.23 0.3643
H -1.27672 1.77702 1.30635 0.39 -0.28 -0.13 0.3090
H -2.07716 1.98684 -0.22440 0.69 -0.25 -0.17 0.3203
F 3.10592 -0.78546 -0.69020 -0.02 -0.15 -0.03 -0.2967
F -0.01542 2.03611 -0.27150 -0.08 0.33 -0.17 -0.2530
S 0.05260 -1.03176 0.44557 0.40 -0.36 -0.17 -0.0485
S -2.61714 -0.73826 -0.39091 -1.05 -0.14 -0.36 -0.2517
```
Forces are in eV/Å.

Values from the calculation:
- gap between HOMO and LUMO (eV) = 8.59
- LUMO (eV) = -0.44
- E (hartree) = -1152.0845
- HOMO energy (eV) = -9.030
- ΔE to the lowest compared entry with this formula, charge and spin (kcal/mol) = 8.1

***

Entry 10:
Entry from the OMol25 dataset: the molecule C4H6F3N3O2 (ωB97M-V/def2-TZVPD).

```
18
Properties=species:S:1:pos:R:3:forces:R:3:mulliken_charge:R:1
C -1.40763 -0.91917 0.16191 -2.10 -1.35 -0.01 0.7684
C 0.61588 0.34664 0.47967 1.18 2.67 -1.11 0.4595
C 1.54252 -0.40474 -0.52098 -0.54 1.32 -0.22 0.7429
C -2.94223 -0.62655 0.12663 2.90 0.40 -0.32 -1.3353
N 1.39745 1.94768 0.31515 -1.35 -2.39 -0.33 -0.4319
N 2.68234 0.41184 -0.75715 -0.23 -0.16 -1.21 -0.2944
N -0.76159 0.30640 0.10786 0.19 0.87 1.25 -0.3163
O -0.93410 -2.03354 0.23382 0.10 1.42 -0.17 -0.5487
O 2.70358 1.53940 0.10085 1.04 -0.44 1.49 -0.1957
F 0.86094 -0.09722 1.73756 -0.03 0.73 -0.59 -0.3146
F 1.89564 -1.59843 -0.09731 0.30 -1.27 0.39 -0.2933
F 0.88019 -0.56746 -1.70257 0.01 -0.16 0.12 -0.3214
H -3.05127 0.34743 -0.29459 -0.77 0.28 -1.04 0.3389
H -3.50649 -1.42637 -0.20423 -0.93 -1.37 -1.65 0.3932
H -3.30622 -0.53166 1.08166 -0.42 0.34 2.85 0.3893
H 1.25376 2.44057 -0.59684 -1.30 -0.97 0.60 0.3084
H 3.52936 -0.13504 -0.65396 0.17 0.38 0.40 0.3098
H -1.45211 1.00025 0.48250 1.79 -0.29 -0.45 0.3413
```
Forces are in eV/Å.

Values from the calculation:
- gap between HOMO and LUMO (eV) = 10.20
- SMILES = CC(=O)N[C@]1(F)NONC1(F)F
- LUMO (eV) = 0.61
- E (hartree) = -770.2204
- HOMO energy (eV) = -9.594
- ΔE to the lowest compared entry with this formula, charge and spin (kcal/mol) = 18.2

***

Entry 11:
Entry from the OMol25 dataset: a cluster of 2 separate species, C4H6FN2O3 in total (ωB97M-V/def2-TZVPD).

```
16
Properties=species:S:1:pos:R:3:forces:R:3:mulliken_charge:R:1
C -2.35463 -1.01490 -0.21459 2.51 -0.13 1.66 0.3431
C 1.01634 -0.00107 -0.64715 0.26 -1.15 -0.75 0.5360
C -1.21053 0.92213 0.96257 -2.91 -4.91 -3.13 -1.2945
C -1.74793 0.42061 -0.22201 -0.62 1.68 2.36 0.8202
N 1.20288 -1.10347 0.18315 -1.50 -0.44 -2.00 -0.4054
N 0.36566 0.03573 -1.73618 0.13 -1.12 -0.14 -0.8491
O -1.39273 -1.89703 -0.18966 -2.39 0.58 -0.64 -0.7557
O -3.54447 -1.07675 0.09313 0.14 -0.60 -0.87 -0.6550
O 1.68567 1.10442 -0.27742 1.96 1.34 -0.03 -0.5336
F -2.08184 1.22473 -1.29421 0.60 -0.58 0.99 -0.3047
H -1.20414 0.14939 1.74547 0.33 0.67 -0.28 0.2204
H -0.74776 1.80542 1.03607 1.41 3.28 0.40 0.5822
H 2.08683 1.57096 -1.07116 -1.34 -1.08 1.23 0.3729
H 0.40797 -1.80593 0.14517 0.79 1.43 0.06 0.3970
H 1.62708 -0.97223 1.04893 0.61 0.53 1.43 0.2109
H -0.08398 -0.88962 -1.81162 0.05 0.49 -0.30 0.3152
```
Forces are in eV/Å.

Values from the calculation:
- gap between HOMO and LUMO (eV) = 7.96
- LUMO (eV) = 3.44
- E (hartree) = -591.1466
- HOMO energy (eV) = -4.517
- charge = -1
- ΔE to the lowest compared entry with this formula, charge and spin (kcal/mol) = 62.2

***

Entry 12:
Entry from the OMol25 dataset: the molecule C4H6FN3 (ωB97M-V/def2-TZVPD).

```
14
Properties=species:S:1:pos:R:3:forces:R:3:mulliken_charge:R:1
C 2.88860 0.46363 -0.03151 -3.81 -0.73 0.65 -0.5764
C 1.68917 1.04678 -0.39993 2.12 -2.76 2.04 -0.1456
C -1.45320 -0.95984 0.27416 0.72 2.70 -0.47 -1.0280
C -0.67885 0.50409 0.06197 0.06 -4.08 0.19 0.1421
N 2.57096 -0.67324 0.67139 2.20 0.31 -0.90 -0.5276
N 1.34303 -0.81559 0.68272 -3.41 -1.27 1.86 -0.3388
N 0.72646 0.23004 0.12620 1.89 1.19 -1.06 0.5594
F -0.99308 1.42676 1.04372 -0.20 -0.50 -0.98 -0.3203
H 3.87547 0.63657 -0.14122 2.80 1.18 -0.71 0.4711
H 1.56176 1.88595 -0.93698 -0.93 2.70 -1.60 0.4069
H -0.87173 -1.76223 0.68103 0.67 0.08 0.19 0.3226
H -2.22286 -0.70816 0.93764 -1.17 0.21 1.28 0.3491
H -1.96958 -1.30676 -0.59749 0.11 0.10 -0.89 0.3186
H -0.75814 0.82310 -0.97700 -1.04 0.88 0.41 0.3668
```
Forces are in eV/Å.

Values from the calculation:
- gap between HOMO and LUMO (eV) = 10.71
- SMILES = C[C@@H](F)n1ccnn1
- LUMO (eV) = 0.85
- E (hartree) = -420.0812
- HOMO energy (eV) = -9.854
- ΔE to the lowest compared entry with this formula, charge and spin (kcal/mol) = 39.2